[1]
Molecular formula: C28H32N4O4PPtS
Method: DFT, the ωB97M-V functional and the def2-TZVPD basis

The geometry in XYZ format:
```
71
Properties=species:S:1:pos:R:3:forces:R:3:mulliken_charge:R:1
Pt -0.028700 -0.206600 0.498100 -0.69 1.76 -0.67 1.779
S 1.000900 -1.008500 2.657800 0.06 -0.77 -2.14 -0.489
P 2.015200 -0.203700 -0.824100 1.93 -0.31 -0.05 0.269
O -0.871200 1.724700 -0.602900 -0.13 -1.68 -1.03 -0.542
O -1.081700 3.607100 0.395400 0.06 0.02 0.14 -0.495
O -0.214500 1.926600 1.403000 1.19 -2.37 0.66 -0.799
O -1.095400 -3.242900 -2.442500 1.11 0.20 -0.07 -0.347
N 0.097700 -0.698900 5.161700 0.22 0.44 -1.43 0.086
N 0.184000 1.186600 4.043200 0.14 -0.03 -0.68 0.163
N -0.828600 -1.732200 -0.860800 1.79 1.04 1.19 -0.379
N -0.745700 2.480000 0.384000 -0.46 1.10 -0.50 1.097
C 2.196900 -1.797700 -1.693200 -0.88 -0.32 0.44 0.853
C -2.276000 -1.847300 -0.988200 -1.52 0.62 0.50 -0.137
C -0.305800 0.293900 6.137300 -0.02 0.39 0.93 -0.594
C 0.364700 -0.125500 3.990700 -0.82 0.66 0.86 0.678
C -0.290500 1.610500 5.346500 -0.39 0.60 0.60 -0.596
C -2.429000 -2.975700 -2.025300 -1.05 -0.06 0.33 -0.614
C 1.501500 2.393100 -3.902400 -0.12 -0.10 -0.07 -0.883
C -2.903300 -0.810900 1.211500 -0.40 -0.39 -0.42 -0.685
C 3.652800 1.399300 -2.449700 0.32 0.01 0.45 -0.217
C -4.457600 -2.450500 0.152200 0.01 0.09 0.08 -1.550
C 2.801000 -4.140300 -3.090200 0.10 0.09 0.05 -0.876
C 3.980700 1.122500 0.628100 -0.06 0.34 0.07 -0.812
C 3.877200 2.305700 -3.469500 -0.27 -0.43 -0.20 -0.856
C 3.853000 -1.268500 0.977400 0.19 -0.02 -0.01 -0.583
C 0.180500 -2.080000 5.510200 -0.02 -1.02 0.37 -0.873
C 1.494300 -3.861100 -2.728600 -0.15 0.12 0.05 -1.002
C 2.803000 2.768200 -4.219200 -0.07 0.02 -0.13 -0.618
C 3.504500 -2.082300 -2.088200 -0.07 0.28 0.29 -0.450
C 4.933600 -1.186500 1.840500 -0.19 -0.34 -0.15 -0.860
C 1.265600 1.473500 -2.894000 0.05 0.43 0.08 -0.417
C -2.993600 -2.076600 0.363200 0.49 0.02 -0.26 0.364
C 5.541000 0.034200 2.098200 -0.07 0.21 -0.23 -0.605
C 2.345300 0.993800 -2.154800 -1.06 0.09 0.67 1.090
C 3.814000 -3.250600 -2.764100 -0.29 -0.07 -0.12 -0.896
C -0.262600 -2.510900 -1.740400 0.45 -0.14 0.17 0.942
C 1.161400 -2.694200 -2.024400 0.47 -0.32 -0.24 0.095
C 3.406200 -0.113300 0.324600 -0.91 -0.08 0.05 0.940
C 5.063700 1.190100 1.490700 -0.15 -0.02 -0.04 -0.881
H 0.663900 2.832600 -4.425400 0.02 -0.12 -0.19 0.473
H 0.255300 1.185400 -2.638100 -0.05 0.04 -0.11 0.327
H 0.387900 2.350000 5.784800 -0.11 -0.16 -0.13 0.340
H -3.402900 0.020500 0.718000 0.10 0.19 -0.05 0.347
H 0.407400 0.290800 6.969600 -0.10 0.05 -0.13 0.351
H 4.838800 -3.452400 -3.038200 0.05 0.00 -0.06 0.503
H -0.807800 -2.465900 5.775300 0.04 0.09 -0.04 0.339
H 4.498800 1.001100 -1.905700 -0.04 0.09 0.05 0.446
H 4.296400 -1.382400 -1.859400 0.03 -0.04 0.01 0.361
H 0.225200 1.811500 3.242400 0.14 -0.31 0.33 0.218
H -2.855700 -3.895400 -1.609200 0.23 0.17 0.01 0.413
H 0.710700 -4.559200 -2.982600 0.01 -0.01 -0.06 0.577
H 3.026800 -5.043100 -3.637600 -0.01 -0.09 0.02 0.461
H -4.968100 -1.731100 -0.483400 -0.05 0.13 -0.11 0.406
H -4.974800 -2.458500 1.109200 -0.05 -0.09 0.02 0.444
H 5.538100 2.138700 1.685200 0.00 0.12 0.04 0.526
H -1.287800 0.045200 6.553900 0.11 -0.01 -0.17 0.362
H -3.377900 -0.958400 2.178000 0.23 0.05 0.21 0.498
H 3.579900 2.026900 0.186900 0.13 0.03 -0.02 0.616
H 0.576000 -2.665600 4.683900 0.00 0.01 0.06 0.288
H -3.015600 -2.707900 -2.907500 0.15 0.10 0.19 0.264
H 2.987200 3.389900 -5.086200 -0.06 0.23 0.18 0.436
H -1.838600 -0.528300 1.401300 0.07 0.13 0.38 -0.072
H -2.651900 -0.893300 -1.387700 -0.01 -0.18 -0.05 0.387
H 6.389200 0.090500 2.762500 0.09 -0.03 0.07 0.492
H 4.884500 2.610400 -3.708700 0.08 -0.03 -0.02 0.468
H -4.565700 -3.436700 -0.289100 -0.03 -0.09 -0.02 0.415
H -1.280900 2.071900 5.261300 0.18 -0.14 0.05 0.338
H 0.826600 -2.201800 6.382500 0.04 0.00 -0.11 0.339
H -2.483200 -2.898000 0.880100 -0.02 0.01 -0.02 0.239
H 5.324000 -2.085200 2.292400 -0.03 -0.09 0.10 0.512
H 3.378900 -2.220400 0.779600 0.09 -0.12 0.00 0.582
```
Positions in Å, forces in eV/Å.

## Properties
total charge = +3
frontier orbital gap = 4.89 eV
electronic energy = -67045.68801 eV
highest occupied orbital energy = -17.2 eV
LUMO level = -0.454 Eh

[2]
Molecular formula: C28H32N5O4PTl
Method: DFT, the ωB97M-V functional and the def2-TZVPD basis

The geometry in XYZ format:
```
71
Properties=species:S:1:pos:R:3:forces:R:3:mulliken_charge:R:1
Tl 0.363995 0.996018 -1.193331 0.03 -0.02 0.07 1.672
P 0.750105 -2.762023 -0.642514 -0.04 0.00 0.02 0.786
O -0.007342 3.502997 3.270167 -0.01 -0.01 0.04 -0.854
O 1.989222 0.702009 5.991322 0.01 0.00 -0.01 -0.671
O 0.901699 2.541220 5.386524 0.01 0.01 -0.03 -0.600
O -0.194172 2.965286 1.100138 -0.11 0.10 -0.07 -0.633
N -2.088036 0.799293 0.480838 -0.02 -0.02 0.03 0.106
N -1.485448 -1.653387 2.119106 0.03 -0.02 0.01 -0.091
N 1.169207 0.666098 1.494199 -0.02 0.10 0.01 0.089
N 1.838805 -0.373162 2.004971 0.01 0.02 -0.11 0.115
N -1.696983 -0.699299 -2.089193 0.07 0.07 -0.05 -0.275
C 1.213272 -4.384173 3.073098 0.00 -0.01 -0.01 -0.701
C 1.456663 0.923709 3.715067 -0.01 0.00 0.02 0.132
C 0.225269 -5.133423 -3.921663 -0.01 -0.02 0.00 -0.743
C 3.441003 -3.930913 2.310879 0.00 -0.01 0.02 -0.664
C 4.336686 -0.409331 -2.329287 0.01 0.02 0.01 -0.852
C 2.033404 -0.265092 3.327114 -0.02 -0.05 0.00 -0.582
C 2.934600 -3.468576 1.102738 0.03 0.00 0.00 0.347
C -2.512315 0.626336 1.867800 -0.02 0.01 -0.04 -0.450
C 0.909255 -5.551740 -1.266272 -0.02 -0.03 -0.01 -0.195
C 0.342436 -4.060815 -3.055243 0.01 0.01 0.05 -0.253
C 0.928838 1.474461 2.515455 0.03 -0.06 0.02 -0.474
C 4.339610 -1.797188 -2.395740 0.00 -0.01 0.00 -0.599
C 0.689678 -4.253786 -1.714712 0.03 0.01 -0.04 0.114
C -2.880177 -0.821118 -1.242562 -0.03 0.04 -0.01 -0.688
C 1.558878 -3.446900 0.866988 0.06 -0.01 -0.01 -0.033
C -3.121679 0.491870 -0.503033 0.01 -0.01 0.04 -1.029
C -2.683528 -0.834672 2.262477 0.01 0.03 -0.02 -1.011
C 1.469931 1.389022 5.132036 -0.03 0.01 0.03 0.412
C 0.440857 -6.427531 -3.460601 0.00 0.01 -0.02 -0.465
C 2.582541 -4.392394 3.298872 0.00 0.01 -0.02 -0.581
C 2.124184 -1.828964 -1.416424 0.05 -0.02 0.01 0.998
C 3.219364 0.254678 -1.848466 0.01 -0.03 -0.02 -0.945
C 0.706604 -3.907323 1.872404 -0.03 -0.01 0.01 -0.623
C -0.852581 2.354863 -2.275039 0.01 -0.08 0.06 -1.515
C 2.081221 -0.428474 -1.398259 -0.06 -0.04 -0.01 -0.563
C 0.782083 -6.631577 -2.133981 0.00 0.01 0.03 -0.739
C 0.173458 2.765388 2.261807 0.09 -0.01 0.04 0.908
C 3.239538 -2.498642 -1.936593 -0.02 0.02 -0.03 -0.503
H -1.210628 3.071108 -1.523736 0.01 0.02 0.00 0.256
H 0.531528 -4.722067 3.843348 0.00 0.00 0.00 0.420
H 0.518156 2.971807 4.513312 -0.02 0.01 0.00 0.459
H -0.099894 2.897485 -2.869309 -0.02 0.03 -0.01 0.254
H -3.014186 -0.880245 3.303080 -0.01 0.01 0.00 0.512
H -1.082236 -1.479006 1.200566 -0.01 0.02 -0.01 -0.094
H -1.758955 1.085877 2.509587 -0.01 -0.01 -0.01 0.156
H 3.622838 -3.105978 0.349632 -0.03 0.00 0.04 0.330
H -2.724985 -1.640468 -0.534880 0.03 0.00 0.02 0.269
H 2.135473 -1.115870 1.392204 0.04 0.00 0.03 0.120
H 4.510825 -3.924013 2.480069 0.00 0.00 0.00 0.377
H 0.344774 -7.268867 -4.135239 0.00 0.00 0.00 0.359
H -4.111654 0.455293 -0.026711 0.00 -0.01 -0.02 0.345
H 0.182276 -3.052399 -3.422549 0.00 0.00 -0.01 0.367
H 5.195488 -2.327187 -2.795704 0.00 0.00 0.00 0.396
H -3.462399 1.153680 2.055981 0.00 0.00 0.02 0.424
H -3.483898 -1.286887 1.668712 0.00 0.00 -0.02 0.309
H 0.956804 -7.635532 -1.766754 0.00 0.00 0.00 0.402
H -0.782621 -1.338708 2.782659 0.01 0.01 0.00 0.128
H -3.140278 1.287954 -1.250057 -0.02 0.02 0.00 0.537
H 5.197506 0.154277 -2.669938 0.00 0.00 -0.01 0.365
H 2.549748 -1.011599 3.906509 0.00 0.00 -0.01 0.578
H 2.978286 -4.740302 4.244708 0.00 0.00 0.00 0.360
H 3.227996 1.341127 -1.841338 0.01 0.00 0.00 0.435
H -1.763349 0.133765 -2.678600 -0.03 -0.03 0.01 0.294
H 1.185699 -5.726327 -0.234105 0.00 0.00 0.00 0.356
H -1.758364 1.754973 0.386056 0.01 0.00 -0.01 0.181
H -3.788631 -1.052806 -1.817185 0.01 -0.02 0.00 0.411
H 3.243367 -3.582952 -1.975238 -0.01 0.00 -0.01 0.499
H -1.556257 -1.520972 -2.663076 -0.04 -0.02 0.01 0.125
H -0.037296 -4.962695 -4.958347 0.00 0.00 0.00 0.398
H -0.366130 -3.843570 1.734818 0.01 0.00 0.00 0.326
```
Positions in Å, forces in eV/Å.

## Properties
total charge = -1
frontier orbital gap = 6.48 eV
electronic energy = -59178.23871 eV
highest occupied orbital energy = -4.2 eV
energy above the lowest of the compared OMol25 structures with the same formula, charge and spin = 36.0 kcal per mole
LUMO level = 0.084 Eh

[3]
Molecular formula: C28H32NO9PSV
Method: DFT, the ωB97M-V functional and the def2-TZVPD basis

The geometry in XYZ format:
```
73
Properties=species:S:1:pos:R:3:forces:R:3:mulliken_spin:R:1
V -0.335449 -0.522686 -0.937859 0.29 -0.39 2.40 1.824
S -2.983258 0.165419 -1.549570 1.20 -0.07 0.46 0.014
P -0.526487 2.279152 -0.987142 -0.21 -0.24 -0.02 0.040
O -0.515159 0.838096 2.251045 -0.22 -0.20 0.21 0.004
O 0.839756 -1.015283 -2.075577 2.14 -0.21 -3.38 0.038
O -2.142039 -0.131865 -0.326474 -1.54 0.30 -0.20 0.006
O -0.916426 -2.499792 -0.843972 0.34 0.02 0.00 0.029
O 3.547264 0.025021 0.728102 -0.21 0.11 -0.01 0.000
O -2.074353 0.121623 -2.701045 -0.26 -0.25 0.22 0.011
O -4.180289 -0.601242 -1.601964 -0.53 0.05 -0.12 -0.003
O 1.411915 0.429673 0.147377 -0.27 -0.19 -0.05 -0.003
O -0.281833 -4.636342 -0.577628 -0.04 0.15 0.00 -0.002
N 0.599111 -1.807015 1.349156 -0.17 -0.01 0.05 0.027
C 1.369484 3.332970 0.743695 -0.02 0.03 0.04 0.002
C -0.390138 -3.478706 -0.186775 -0.43 0.16 -0.76 0.010
C 0.483137 -1.304000 2.724714 0.26 -0.18 -0.06 0.004
C 0.175627 -2.268066 -4.071797 -0.23 -0.06 -0.03 -0.001
C 0.715689 3.154916 -4.754089 -0.01 0.03 0.08 0.002
C 0.033448 -3.142392 1.221536 0.22 0.16 0.41 0.001
C 2.377713 -0.312660 0.579826 0.12 0.29 -0.30 -0.001
C 1.972394 -1.742088 0.873447 -0.11 -0.39 -0.07 0.016
C 0.232948 3.179125 -2.386244 -0.07 -0.01 -0.08 -0.012
C -2.299572 2.797305 -1.182082 -0.14 -0.18 -0.09 -0.016
C 0.835870 4.428478 -2.288007 0.06 0.08 -0.08 -0.002
C -3.352036 1.876753 -1.354187 0.01 0.46 -0.10 0.008
C 1.956558 -0.511060 -4.128074 0.19 0.14 -0.19 0.004
C -4.670980 2.289891 -1.486021 0.23 0.13 0.06 0.000
C -0.719956 -0.419203 2.887200 -0.05 0.40 -0.20 0.007
C -0.903119 3.718825 1.425132 0.03 0.10 0.04 -0.001
C 1.818863 3.944315 1.904559 -0.08 -0.02 -0.04 0.001
C -0.001119 3.232487 0.483262 0.02 -0.07 -0.01 0.009
C 1.325934 4.398240 -4.646778 -0.01 -0.01 0.03 0.000
C -2.621827 4.146964 -1.182682 -0.05 0.12 0.00 -0.001
C -0.451096 4.332916 2.586869 0.02 -0.06 -0.10 0.000
C 0.174434 2.548590 -3.629988 -0.04 0.05 -0.03 0.004
C 1.323641 -1.622686 -3.323912 -0.73 0.33 1.64 0.001
C 0.908718 4.448372 2.826156 0.04 -0.01 0.00 -0.001
C -3.935741 4.574095 -1.316718 -0.05 0.01 -0.01 0.002
C 1.381354 5.034804 -3.414456 -0.04 -0.05 0.04 0.000
C 2.338074 -2.660833 -2.901100 0.31 -0.26 -0.07 0.005
C -4.958904 3.648446 -1.456934 -0.07 0.03 0.00 -0.001
H -1.967596 3.606362 1.270925 0.01 -0.02 0.01 0.000
H 0.892041 4.929378 -1.329402 0.01 -0.01 -0.01 0.000
H -4.156782 5.635749 -1.312062 -0.01 -0.06 0.00 0.000
H -1.166850 4.697917 3.313267 0.01 -0.01 -0.01 0.000
H 3.157816 -2.195032 -2.346141 -0.06 -0.02 -0.04 0.000
H 1.261474 4.908217 3.741672 0.00 0.01 -0.02 0.000
H 1.200985 0.187396 -4.493095 0.05 -0.10 0.03 -0.002
H 1.366140 -0.707410 2.971784 0.04 -0.05 -0.03 -0.001
H 2.686319 -2.196518 1.566963 0.05 -0.03 0.09 0.001
H -0.240480 -3.098617 -3.499448 0.04 0.03 0.01 0.001
H 2.669746 0.044496 -3.515018 -0.02 -0.05 -0.03 -0.002
H -0.868208 -3.188618 1.835657 -0.07 -0.03 -0.01 -0.001
H -0.310941 1.583053 -3.714679 0.01 0.00 0.05 0.001
H -1.604416 -0.923252 2.480554 -0.06 0.07 -0.08 -0.001
H -0.626770 -1.549462 -4.248195 0.04 0.04 0.01 0.001
H 0.456445 -2.149595 3.423530 -0.01 0.04 0.11 0.002
H 0.190000 0.751846 1.582954 0.00 -0.09 -0.03 -0.017
H 1.761301 4.867900 -5.520518 -0.01 0.00 0.01 0.000
H 0.717057 -3.925026 1.566107 0.09 -0.01 0.14 0.000
H 2.087694 2.897596 0.060846 -0.03 -0.02 -0.01 -0.002
H 0.670094 2.648696 -5.710500 0.00 0.01 0.00 0.000
H 2.479227 -0.937640 -4.990217 0.00 0.08 0.00 -0.001
H -1.830703 4.881113 -1.068559 -0.04 -0.04 -0.01 0.000
H 1.867447 -3.425359 -2.275866 -0.01 0.10 -0.06 -0.002
H 0.538144 -2.633962 -5.036528 -0.04 -0.05 0.00 0.000
H 2.882774 4.000758 2.096901 -0.01 0.00 0.00 0.000
H 2.749719 -3.152350 -3.789564 0.04 -0.01 0.09 0.000
H -5.984005 3.986427 -1.555020 0.03 -0.03 0.00 0.000
H -5.446664 1.546125 -1.615938 0.05 0.01 0.00 0.000
H -0.901215 -0.220200 3.944668 -0.02 0.00 0.10 -0.001
H 2.032416 -2.283755 -0.074858 0.03 -0.01 0.02 -0.004
H 1.852680 6.005974 -3.324637 0.00 -0.01 0.00 0.000
```
Positions in Å, forces in eV/Å.

## Properties
total charge = -1
frontier orbital gap (spin up / spin down) = 7.63 / 8.56 eV
multiplicity = 3
electronic energy = -95290.24355 eV
highest occupied orbital energy (spin up / spin down) = -5.1 / -6.1 eV
energy above the lowest of the compared OMol25 structures with the same formula, charge and spin = 35.4 kcal per mole
LUMO level (spin up / spin down) = 0.091 / 0.091 Eh